Entry 1:
{
  "formula": "C27H30AsN7O2S2Tc",
  "method": "ωB97M-V/def2-TZVPD",
  "elements": ["H", "C", "C", "H", "C", "H", "O", "C", "C", "H", "N", "H", "H", "C", "H", "H", "H", "C", "H", "N", "C", "H", "Tc", "H", "H", "H", "H", "H", "N", "H", "C", "C", "C", "C", "H", "H", "N", "C", "C", "H", "N", "C", "C", "C", "H", "As", "H", "H", "H", "C", "N", "C", "C", "S", "H", "C", "C", "H", "C", "O", "C", "H", "H", "C", "S", "H", "C", "N", "C", "H"],
  "positions_angstrom": [[5.202384, -2.649165, 1.071938], [-1.027079, -1.111931, -4.535519], [-0.228100, 1.541486, 2.890853], [-1.824026, 6.370491, -2.223974], [-0.545826, 5.036455, -1.122183], [-1.444978, -0.687693, 3.299978], [0.238320, 1.199942, 0.566295], [5.476204, -2.303930, -2.281382], [-0.783411, 1.021549, -3.105452], [-2.348979, 3.149285, 5.675932], [-1.507169, 1.978518, -3.676678], [-2.536095, 4.665966, -3.877146], [-1.649203, -0.815051, -5.364246], [-1.325864, 3.144075, -2.927359], [3.457001, -1.270749, 1.948179], [-4.752588, -0.526567, -2.489067], [4.176291, -1.116027, -3.518547], [4.981952, -2.339461, 0.057556], [-3.456694, 1.172288, -1.388539], [-0.104635, 1.461188, -2.055073], [3.856915, -1.519831, -0.169314], [-0.246503, 5.808945, -0.427352], [0.877145, 0.043445, -0.852309], [-2.165559, -2.148052, 4.022909], [-2.948077, 3.513961, 3.307976], [-3.147407, -0.317575, -0.771550], [-2.050305, -4.768557, 2.717093], [-2.763421, -4.227302, 1.173760], [-3.800903, -0.258694, -2.724757], [1.310235, -3.740467, 2.188464], [-1.753503, 2.699381, 4.892903], [0.521168, 0.870781, 1.824798], [-1.990082, -1.603702, 3.095021], [0.703565, -3.096612, 2.824942], [-2.939283, -1.372662, 2.616433], [0.454581, -3.629619, 3.741682], [1.958919, -0.452485, 0.867550], [-1.447417, 5.359897, -2.150681], [4.396510, -1.482692, -2.524755], [1.228195, -2.167306, 3.044451], [0.205109, -1.055399, -2.602819], [-2.091561, 2.904530, 3.562086], [0.404640, -2.288813, -2.978791], [3.084580, -1.086843, 0.942909], [-1.577359, 2.483912, 1.516291], [-0.939058, -2.695021, 1.924812], [-3.323034, -1.089548, -3.052272], [6.109007, -2.602730, -3.106471], [-2.154208, 1.851450, -4.438621], [-1.326908, 2.331256, 2.557972], [-3.079029, 0.257491, -1.607286], [-1.837389, -4.372930, 1.724687], [-0.436051, 2.809460, -1.905356], [-0.391489, -2.693918, -4.416132], [0.671382, 3.526220, -0.192970], [-0.026796, 3.766601, -0.981168], [-0.606010, -0.370168, -3.483125], [0.990651, 0.754478, 4.474741], [-1.853677, 4.419731, -3.075315], [2.565208, -0.244408, -1.740522], [3.576218, -1.079446, -1.472396], [6.633753, -3.377578, -0.808238], [-0.373436, 1.784145, 6.260953], [5.777329, -2.742916, -0.982911], [-0.786420, -1.856401, -0.041554], [1.008105, -2.988718, -2.421387], [0.121621, 1.349570, 4.227683], [1.434994, 0.002048, 2.068199], [-0.643721, 1.928313, 5.223678], [-1.188729, -5.055874, 1.180491]],
  "atomic_forces_ev_per_a": [[0.014, -0.001, -0.005], [0.006, 0.032, -0.002], [-0.099, 0.027, -0.067], [0.000, 0.003, 0.006], [-0.043, 0.033, -0.045], [0.003, 0.092, 0.049], [0.099, -0.089, 0.089], [0.042, -0.054, 0.142], [0.102, -0.164, -0.087], [0.000, -0.002, 0.002], [0.041, 0.163, 0.050], [-0.005, 0.010, 0.007], [-0.012, -0.004, 0.008], [-0.077, -0.140, -0.065], [0.044, 0.018, -0.025], [0.045, 0.014, 0.032], [0.026, -0.012, -0.002], [-0.062, -0.018, 0.033], [0.029, -0.030, -0.058], [0.076, -0.066, -0.157], [0.060, -0.090, 0.043], [-0.002, 0.003, 0.001], [-0.384, -0.279, 0.280], [0.011, 0.003, -0.009], [0.001, 0.006, 0.001], [-0.136, -0.042, -0.094], [-0.007, -0.033, -0.012], [-0.010, 0.002, 0.006], [-0.055, -0.026, -0.096], [-0.025, 0.029, 0.007], [0.024, -0.002, -0.020], [-0.010, 0.341, -0.096], [-0.038, -0.053, 0.030], [0.164, 0.042, -0.123], [0.007, -0.010, -0.021], [0.003, 0.035, 0.036], [0.248, -0.205, -0.163], [0.023, -0.038, 0.018], [-0.030, 0.053, -0.133], [-0.059, -0.083, 0.056], [0.096, 0.125, -0.040], [0.032, 0.007, 0.003], [-0.046, -0.033, -0.080], [-0.067, 0.050, 0.200], [-0.020, 0.009, 0.011], [-0.013, 0.072, 0.159], [-0.031, 0.025, 0.070], [0.003, -0.004, -0.001], [-0.036, -0.017, 0.019], [-0.038, -0.026, 0.005], [0.114, 0.073, 0.130], [-0.048, -0.021, -0.028], [-0.048, -0.002, 0.000], [0.047, -0.044, -0.026], [-0.011, 0.019, -0.020], [0.071, 0.013, 0.025], [0.035, 0.125, 0.052], [-0.003, -0.002, 0.003], [0.014, 0.025, -0.009], [-0.001, 0.342, 0.102], [-0.139, 0.009, -0.061], [0.004, 0.001, 0.004], [-0.004, 0.013, 0.000], [-0.023, 0.062, -0.150], [0.015, -0.037, -0.074], [-0.007, -0.015, 0.007], [0.008, -0.022, 0.012], [0.098, -0.217, 0.047], [-0.003, 0.013, 0.023], [-0.012, -0.012, -0.001]],
  "charge": 2,
  "e_homo_ev": [-13.233, -13.646],
  "lumo_energy_ev": [-6.31, -6.96],
  "multiplicity": 4,
  "total_energy_ha": -4693.1336,
  "orbital_gap_ev": [6.93, 6.69],
  "de_lowest_kj_mol": 60.7,
  "s_squared": 3.77
}

Entry 2:
{
  "formula": "C6H16N",
  "method": "ωB97M-V/def2-TZVPD",
  "elements": ["H", "H", "C", "H", "H", "C", "H", "C", "H", "H", "H", "H", "H", "C", "H", "H", "C", "C", "N", "H", "H", "H", "H"],
  "positions_angstrom": [[0.841958, 0.013483, -1.309864], [0.087981, 1.815789, 1.620917], [-0.200267, 0.269338, -1.494476], [-0.486476, -2.613585, -2.150667], [2.136270, -1.029948, 0.617984], [-0.148010, 0.947302, 2.226210], [-0.074619, -0.319443, 0.586332], [-1.145591, -0.669483, -1.544484], [-0.738966, 2.250094, -0.753343], [-0.294314, -2.372586, -0.427472], [2.083180, 0.754643, 0.674818], [-1.220239, 1.924126, -2.433678], [0.382963, 1.024964, 3.170288], [1.881067, -0.164481, 1.221656], [-2.145515, -0.339758, -1.808596], [2.431206, -0.109411, 2.156610], [-0.938887, -2.136926, -1.274074], [-0.454348, 1.755745, -1.680115], [0.413828, -0.236190, 1.488043], [-1.214920, 0.791708, 2.330897], [0.474896, 2.197947, -2.039884], [0.219248, -1.098723, 1.990541], [-1.890443, -2.654606, -1.167645]],
  "atomic_forces_ev_per_a": [[-0.014, -0.273, -0.012], [-0.214, 0.142, -0.012], [-0.348, 0.480, 0.219], [0.109, 0.071, 0.089], [0.267, -0.001, 0.108], [0.623, -0.424, -0.345], [-0.118, 0.111, -0.298], [0.342, 0.073, 0.349], [-0.056, 0.068, 0.048], [0.011, 0.081, 0.102], [-0.070, -0.083, -0.121], [-0.118, 0.093, 0.098], [-0.244, -0.007, 0.148], [-0.167, 0.365, -0.111], [-0.078, -0.110, 0.051], [-0.071, -0.287, 0.062], [-0.179, -0.204, -0.902], [0.518, -0.647, -0.448], [0.085, 0.062, 0.286], [-0.052, 0.175, 0.168], [-0.137, 0.277, 0.007], [-0.089, -0.032, 0.194], [-0.002, 0.071, 0.319]],
  "charge": 1,
  "e_homo_ev": -13.185,
  "lumo_energy_ev": -3.09,
  "total_energy_ha": -292.6886,
  "orbital_gap_ev": 10.09,
  "de_lowest_kj_mol": 93.6
}

Entry 3:
{
  "formula": "C4H9NO",
  "method": "ωB97M-V/def2-TZVPD",
  "elements": ["H", "N", "C", "H", "C", "H", "H", "H", "O", "H", "H", "H", "C", "H", "C"],
  "positions_angstrom": [[2.810068, 0.648193, -1.161774], [-2.616620, 0.111807, 0.304349], [0.753979, -0.075680, -1.042889], [-3.202387, 0.463244, 1.062088], [-0.155347, -0.519320, 0.038780], [-2.882896, -0.866608, 0.148185], [0.319818, 0.790509, -1.532368], [0.178459, -1.447719, 0.527707], [-0.451728, 1.156870, 0.723926], [0.936351, -0.903231, -1.742190], [2.547780, -0.502912, 0.160704], [1.940831, 1.151838, 0.307408], [2.097664, 0.328835, -0.396067], [-1.109396, -0.377211, 1.750439], [-1.268265, 0.089715, 0.759317]],
  "atomic_forces_ev_per_a": [[-0.076, -0.073, 0.045], [-0.454, -0.008, -0.094], [-0.120, 0.168, -0.286], [0.003, -0.050, -0.279], [0.471, 0.270, 0.166], [-0.086, 0.522, -0.021], [0.061, -0.090, -0.345], [0.688, 0.714, 0.478], [0.708, -0.666, 0.188], [-0.155, 0.151, 0.019], [-0.111, 0.083, -0.141], [-0.017, -0.156, -0.206], [0.105, 0.012, -0.054], [-0.817, -0.188, 0.263], [-0.201, -0.688, 0.266]],
  "e_homo_ev": [-9.223, -9.224],
  "lumo_energy_ev": [0.21, 0.21],
  "total_energy_ha": -287.6800,
  "orbital_gap_ev": [9.43, 9.43],
  "de_lowest_kj_mol": 400.3
}

Entry 4:
{
  "formula": "C15H64BCrIO15",
  "method": "ωB97M-V/def2-TZVPD",
  "elements": ["H", "H", "O", "H", "C", "H", "H", "H", "H", "H", "H", "H", "H", "H", "H", "O", "H", "O", "H", "C", "H", "C", "H", "C", "H", "O", "C", "H", "H", "C", "H", "H", "C", "C", "H", "H", "B", "H", "C", "O", "O", "H", "H", "O", "H", "H", "H", "H", "O", "H", "H", "H", "H", "H", "H", "H", "H", "H", "O", "H", "O", "H", "H", "Cr", "H", "H", "C", "C", "O", "H", "H", "H", "H", "C", "O", "H", "H", "H", "C", "C", "C", "H", "H", "H", "I", "H", "O", "H", "H", "H", "H", "H", "O", "H", "O", "H", "H"],
  "positions_angstrom": [[2.797739, 2.382274, 4.926064], [2.096999, 3.371651, 1.228319], [-0.235645, -5.190431, 3.035078], [4.049717, 2.435330, -4.628235], [-2.501638, -0.135966, 4.251807], [-3.147974, 0.597212, 4.734304], [0.904913, 1.798887, 4.386735], [-2.283672, 0.601414, -2.226877], [-2.499319, -3.475771, -3.187729], [5.104563, 2.803747, -3.315681], [5.150590, -5.811700, 1.272044], [-1.849369, -2.279566, 0.326354], [-2.629733, -1.117931, 4.707275], [-1.148103, -1.329416, -1.020782], [-5.167423, 0.514768, -2.591327], [-4.347059, 2.949148, 2.903542], [-3.891835, -0.946391, -1.555686], [-2.024848, -0.252042, -5.078765], [-1.515954, 0.182393, 4.591171], [5.168315, 1.214062, 0.533994], [5.201119, -3.572381, 0.379392], [0.246764, 3.395364, -4.313689], [-4.711766, 3.361490, 0.897557], [-0.899883, -0.978160, -4.785516], [-1.150022, -4.353007, -2.525197], [-2.677330, -0.186843, 2.828292], [-2.236352, -4.270896, -2.490070], [1.138534, -2.670863, 1.681729], [-1.636346, 3.140519, 1.026718], [2.609719, 2.261409, 3.859230], [-1.519884, -0.524610, 0.458754], [-1.829511, 2.725441, 2.656895], [-1.852195, 1.397130, -1.619612], [-1.131968, 2.601323, 1.828571], [-1.731061, -4.770344, 1.657205], [1.435654, -0.055247, 2.779779], [-1.194879, -1.468063, 0.048248], [1.703661, 2.951056, -3.188102], [-4.905984, -0.779085, -1.192899], [-5.476609, 0.431376, -1.686311], [3.234618, 3.725385, -3.126680], [-2.728594, -5.190114, -2.807620], [-5.873155, 2.233935, 1.681647], [-0.489776, 1.281741, -1.264595], [-1.508797, 0.769052, 2.071613], [3.748673, 1.726467, -2.972246], [-0.817030, 3.204306, -4.454943], [-2.056387, -0.271603, -6.038047], [-0.837597, 1.207228, 1.543313], [2.625386, 3.216688, -0.452814], [6.190378, 1.024581, 0.861971], [0.908313, 3.351455, -0.057361], [-4.217760, 1.700626, 1.299874], [-0.909403, -6.337021, 1.480769], [2.456575, -2.082553, 2.616562], [4.220780, -4.693965, -0.495220], [2.716663, 1.449329, 0.713839], [4.563080, 0.186328, 2.038525], [-2.756458, -3.922509, -1.255245], [-0.198815, -1.691985, 0.397487], [1.513693, 1.446568, 3.733393], [0.725075, 3.215602, -5.276501], [-0.991968, -1.279659, -3.742097], [0.337523, 0.037466, 0.234873], [-0.115195, -4.779166, 1.010687], [-0.237307, 3.120451, 2.172342], [-4.831217, 2.546167, 1.611046], [4.060485, 2.596400, -3.550249], [1.149756, -0.580523, 2.028819], [5.134438, 0.725702, -0.439892], [-3.542762, -0.571108, 2.670276], [0.034279, -0.426377, -4.890291], [0.828669, -2.119711, 3.359500], [1.390615, -1.933845, 2.444196], [4.397678, -5.250300, 1.470924], [3.676731, 4.521885, -3.429543], [5.006201, 2.278876, 0.366679], [-0.959478, -1.914292, -5.340675], [-0.771126, -5.282792, 1.720755], [1.858062, 2.923722, 0.263768], [4.323615, -4.211608, 0.476815], [3.569984, 1.817506, 3.596669], [-1.953280, 2.328462, -2.176837], [3.391021, -3.671248, 0.639192], [2.158710, -1.153670, -1.477616], [0.720766, -5.253898, 2.981814], [4.131698, 0.709130, 1.358681], [-0.170538, 1.929807, -1.896807], [-2.515237, 1.598106, -0.778135], [-4.903093, 2.520449, 3.558248], [-2.298970, -3.149029, -0.917554], [-5.516244, -1.652068, -1.424368], [1.790617, 1.557690, 0.485164], [-4.717591, -0.721521, -0.120847], [0.831339, 2.570611, -3.314290], [2.498492, 3.207276, 3.329074], [0.311942, 4.464291, -4.110614]],
  "atomic_forces_ev_per_a": [[-0.115, 0.864, 0.166], [0.049, 0.442, -0.044], [-0.108, 0.488, 0.307], [-0.540, -0.118, 0.035], [-0.151, -0.071, 0.707], [-0.449, -0.116, -0.187], [-0.487, -0.442, -0.118], [0.533, -0.268, 0.119], [-0.010, -0.054, -0.582], [0.046, 0.003, 0.247], [0.036, -0.028, -0.027], [-1.939, -2.468, 1.496], [-0.262, -0.031, -0.100], [0.203, 0.345, -4.064], [-0.184, 0.114, -0.130], [-0.113, 0.163, -0.163], [0.012, -0.064, -0.514], [-1.258, 1.321, -0.849], [0.408, -0.010, -0.910], [0.387, 0.086, -1.351], [-0.005, 0.205, 0.582], [-0.293, 0.200, -0.714], [-0.106, 0.010, 0.154], [0.642, -1.521, 1.332], [0.159, -0.332, 0.213], [0.501, 0.271, 1.042], [-0.215, 0.445, -0.986], [-0.385, 0.434, -0.033], [0.413, -0.280, -0.480], [2.315, 0.959, 1.219], [-1.750, 3.053, 1.592], [-0.173, -0.692, 0.123], [-2.065, 0.812, -0.008], [0.287, 0.496, 0.392], [0.002, -0.078, 0.284], [-0.196, 1.364, 0.091], [-1.020, -0.042, -0.598], [0.510, 0.206, 0.298], [0.521, -0.106, 0.143], [0.397, -0.216, 0.269], [0.720, -0.805, -0.271], [0.261, -0.024, -0.045], [0.004, 0.104, -0.284], [-0.494, -0.635, 0.634], [-0.669, -1.323, 0.008], [-0.163, 0.008, -0.296], [0.054, -0.450, 0.296], [-0.544, 0.416, -0.084], [-0.106, 2.061, 0.334], [0.013, -0.230, -0.215], [-0.194, 0.164, 0.620], [0.008, -0.249, -0.092], [-0.117, -0.152, -0.392], [-0.011, 0.060, -0.391], [0.086, 0.181, 0.183], [-0.122, 0.075, -0.261], [0.421, -2.136, 0.595], [-0.376, -0.175, 0.137], [-0.381, -0.284, 1.233], [3.842, -1.319, 1.342], [-1.238, -1.008, -0.316], [0.061, -0.027, -0.086], [0.274, 0.044, 0.213], [1.579, 1.151, -0.154], [0.044, -0.203, -0.280], [0.190, -0.078, -0.469], [0.356, -0.279, 0.574], [0.430, 0.654, 0.395], [-0.098, -1.411, -0.898], [-0.289, -0.063, -0.156], [-0.020, -0.036, -0.277], [0.138, -0.088, -0.290], [-0.018, -0.181, -0.112], [0.381, -0.722, 0.106], [0.088, 0.839, -0.017], [-0.164, 0.172, -0.044], [0.182, 0.082, 0.172], [0.757, -0.121, -0.185], [0.119, -0.036, 0.044], [-0.843, 2.364, 0.080], [-0.367, -1.274, -0.453], [-0.414, -0.424, -0.823], [0.056, -0.036, -0.404], [0.318, 0.228, 0.168], [-0.523, 0.359, 0.614], [-0.002, -0.183, -0.019], [0.689, -0.051, 0.429], [2.230, 0.072, -0.570], [0.233, -0.541, 0.439], [0.026, 0.113, 0.079], [0.059, 0.029, -0.064], [-0.032, 0.026, 0.062], [-0.497, -0.447, -0.526], [-0.612, 0.212, 0.189], [-1.232, 0.049, 0.090], [0.041, 0.121, 0.167], [0.270, 0.064, 0.318]],
  "charge": 1,
  "e_homo_ev": [-11.122, -11.182],
  "lumo_energy_ev": [-3.93, -2.16],
  "multiplicity": 4,
  "total_energy_ha": -3104.9904,
  "orbital_gap_ev": [7.19, 9.02],
  "s_squared": 3.85
}